1.
Entry from OMol25: a structure of composition C33H34BCuF4GeN3O5PSSe at a distorted geometry (ωB97M-V with the def2-TZVPD basis set).

The geometry in XYZ format:
```
85
C33H34BCuF4GeN3O5PSSe (ωB97M-V with the def2-TZVPD basis set)
Cu -8.75 -1.57 20.77
O -8.16 -1.91 24.91
C -8.47 -1.39 23.83
O -8.11 -1.76 22.66
C -9.33 -0.10 23.96
C -9.05 0.73 25.07
C -9.67 1.93 25.20
C -10.54 2.46 24.25
C -10.76 1.69 23.07
C -10.19 0.37 22.95
P -10.64 -0.52 21.46
C -11.90 -1.68 21.93
C -12.78 -1.52 23.02
C -13.59 -2.58 23.42
C -13.70 -3.73 22.62
C -12.95 -3.83 21.45
C -12.09 -2.78 21.09
C -11.46 0.60 20.26
C -10.65 1.52 19.58
C -11.19 2.31 18.55
C -12.54 2.26 18.25
C -13.32 1.34 18.99
C -12.81 0.56 19.99
H -8.36 0.31 25.81
H -9.49 2.51 26.13
H -10.97 3.40 24.44
H -11.35 2.07 22.24
H -12.66 -0.71 23.77
H -14.04 -2.62 24.43
H -14.17 -4.66 22.99
H -12.73 -4.75 20.92
H -11.52 -2.87 20.18
H -9.61 1.68 19.82
H -10.54 2.94 17.98
H -12.99 2.95 17.56
H -14.39 1.26 18.77
H -13.41 -0.18 20.44
O -3.79 -1.56 13.74
S -4.03 -0.41 12.84
O -5.43 -0.28 12.43
O -3.08 -0.01 11.85
C -4.17 0.62 14.31
N -3.68 1.82 14.25
C -4.10 2.65 15.17
C -4.82 2.23 16.29
C -5.27 0.87 16.27
N -4.83 0.08 15.31
C -6.07 0.17 17.30
C -6.17 0.69 18.61
C -7.11 0.26 19.50
N -7.78 -0.88 19.21
C -7.59 -1.52 18.02
C -6.79 -0.97 17.01
H -3.86 3.69 14.98
H -5.14 3.10 16.93
H -5.40 1.36 18.96
H -7.23 0.69 20.49
H -8.25 -2.38 17.86
H -6.64 -1.48 16.07
C -9.68 -7.58 24.97
Ge -8.77 -7.19 23.28
C -8.98 -8.61 21.96
C -9.19 -5.39 22.62
C -6.77 -7.21 23.37
Se -5.82 -5.67 23.93
C -6.40 -5.26 25.68
H -10.71 -7.92 24.71
H -9.84 -6.78 25.70
H -9.27 -8.47 25.41
H -9.76 -9.42 22.30
H -8.00 -9.07 22.08
H -9.15 -8.32 20.92
H -10.15 -5.27 22.07
H -8.48 -4.99 21.89
H -9.28 -4.82 23.51
H -6.40 -7.28 22.32
H -6.32 -8.04 23.94
H -5.42 -5.23 26.24
H -7.15 -5.98 26.12
H -6.93 -4.29 25.80
F -9.95 -5.23 19.51
B -9.15 -4.22 19.07
F -8.47 -3.72 20.22
F -8.26 -4.61 18.08
F -9.97 -3.10 18.60
```

Output
- Molar mass: 917.6 g mol⁻¹
- ΔE to the lowest compared entry with this formula, charge and spin: 53.3 kJ/mol
- Orbital gap (alpha / beta): 5.71 / 1.95 eV
- Spin multiplicity: 2
- Total energy: -247657.318 eV
- Net charge: -1
- ⟨S²⟩: 0.753
- Maximum force: 4.84 eV/A



2.
Entry from OMol25: an isolated molecule of C19H24N2O4S at a distorted geometry (ωB97M-V with the def2-TZVPD basis set).

The geometry in XYZ format:
```
50
C19H24N2O4S (ωB97M-V with the def2-TZVPD basis set)
C 5.29 -1.08 4.57
C 5.04 0.26 3.89
O 4.66 0.12 2.53
C 3.41 -0.30 2.22
C 2.36 -0.48 3.11
C 1.12 -0.90 2.65
C 0.89 -1.13 1.30
N -0.38 -1.55 0.87
C -0.55 -2.20 -0.41
C -0.55 -1.22 -1.60
O 0.28 -1.27 -2.48
N -1.55 -0.32 -1.52
C -1.82 0.73 -2.43
C -3.12 0.86 -2.90
C -3.45 1.87 -3.78
C -2.48 2.78 -4.20
C -2.82 3.86 -5.18
C -1.20 2.66 -3.69
C -0.84 1.65 -2.80
C 0.55 1.60 -2.25
S -1.73 -0.91 1.62
C -1.47 0.88 1.61
O -1.81 -1.34 2.99
O -2.86 -1.22 0.78
C 1.94 -0.96 0.41
C 3.18 -0.55 0.86
H 4.39 -1.69 4.59
H 6.06 -1.63 4.03
H 5.63 -0.92 5.59
H 4.29 0.84 4.44
H 5.96 0.84 3.85
H 2.48 -0.31 4.17
H 0.32 -1.06 3.36
H 0.25 -2.92 -0.55
H -1.51 -2.72 -0.38
H -2.31 -0.56 -0.88
H -3.87 0.16 -2.58
H -4.46 1.96 -4.15
H -2.16 4.72 -5.06
H -3.85 4.19 -5.06
H -2.70 3.49 -6.20
H -0.44 3.37 -3.99
H 1.11 0.79 -2.72
H 0.54 1.40 -1.17
H 1.07 2.54 -2.43
H -0.55 1.09 2.14
H -2.32 1.33 2.10
H -1.40 1.21 0.58
H 1.81 -1.13 -0.65
H 4.00 -0.41 0.17
```

Output
- Molar mass: 376.5 g mol⁻¹
- ΔE to the lowest compared entry with this formula, charge and spin: 132.4 kJ/mol
- Orbital gap: 8.86 eV
- Total energy: -42098.173 eV
- Net charge: 0
- Maximum force: 1.03 eV/A
- SMILES string: CCOc1ccc(N(CC(=O)Nc2ccc(C)cc2C)S(C)(=O)=O)cc1



3.
Entry from OMol25: a structure of composition C43H48CoF2N4O12 (ωB97M-V with the def2-TZVPD basis set).

The geometry in XYZ format:
```
110
C43H48CoF2N4O12 (ωB97M-V with the def2-TZVPD basis set)
Co -0.48 1.53 0.18
C 3.22 -4.28 -0.53
C 2.62 -4.21 -1.93
C 3.77 -4.33 -2.95
C 1.67 -5.41 -2.10
C 1.85 -2.91 -2.18
C 1.72 -1.95 -1.22
C 0.98 -0.74 -1.40
N 0.86 0.17 -0.41
C 1.70 0.02 0.72
C 3.06 -0.24 0.69
C 3.78 -0.43 1.86
C 3.07 -0.35 3.07
C 1.74 0.01 3.15
C 1.05 0.29 1.94
O -0.15 0.79 1.88
C 1.00 0.15 4.48
C 0.63 1.62 4.71
C -0.27 -0.72 4.46
C 1.86 -0.31 5.66
C 5.29 -0.67 1.88
C 5.61 -2.00 2.57
C 5.98 0.47 2.64
C 5.88 -0.72 0.47
C 0.25 -0.60 -2.67
O -0.50 0.38 -2.88
C 0.44 -1.62 -3.69
C 1.22 -2.71 -3.43
C -0.29 -1.45 -5.03
C 0.00 -2.61 -5.99
C 0.17 -0.16 -5.72
C -1.81 -1.42 -4.80
H 3.77 -5.22 -0.41
H 2.45 -4.23 0.24
H 3.92 -3.46 -0.35
H 4.31 -5.28 -2.80
H 4.47 -3.51 -2.82
H 3.40 -4.31 -3.97
H 2.21 -6.35 -1.94
H 1.23 -5.43 -3.10
H 0.85 -5.35 -1.38
H 2.14 -2.13 -0.24
H 3.55 -0.30 -0.28
H 3.61 -0.53 3.99
H -0.06 1.98 3.96
H 1.52 2.25 4.66
H 0.18 1.74 5.71
H -0.92 -0.41 3.65
H -0.81 -0.61 5.41
H -0.01 -1.77 4.33
H 2.77 0.29 5.76
H 2.15 -1.36 5.57
H 1.29 -0.19 6.59
H 5.18 -2.05 3.57
H 6.69 -2.14 2.66
H 5.20 -2.84 1.99
H 5.70 0.46 3.70
H 5.69 1.44 2.23
H 7.07 0.37 2.58
H 5.40 -1.49 -0.14
H 6.95 -0.94 0.52
H 5.76 0.24 -0.05
H 1.35 -3.47 -4.20
H 1.07 -2.69 -6.22
H -0.53 -2.44 -6.92
H -0.34 -3.57 -5.58
H 1.23 -0.22 -5.97
H 0.00 0.70 -5.08
H -0.39 -0.02 -6.65
H -2.14 -2.33 -4.30
H -2.33 -1.36 -5.77
H -2.10 -0.56 -4.20
O -0.94 2.51 -1.47
C -2.00 2.38 -2.05
C -3.05 1.42 -1.81
C -4.17 1.54 -2.62
C -5.21 0.63 -2.54
C -5.14 -0.43 -1.62
C -4.05 -0.58 -0.82
C -2.94 0.34 -0.86
O -1.96 0.16 -0.10
N -6.36 0.78 -3.39
O -7.24 -0.07 -3.33
O -6.39 1.71 -4.18
H -2.19 3.06 -2.89
H -4.23 2.34 -3.35
H -5.97 -1.13 -1.57
H -3.98 -1.39 -0.11
O -1.21 3.62 2.81
C -2.03 3.29 1.96
O -1.91 2.61 0.90
C -3.48 3.77 2.17
C -4.50 3.35 1.33
C -5.79 3.80 1.58
C -6.11 4.64 2.62
C -5.06 5.04 3.43
C -3.75 4.62 3.23
N -5.36 5.95 4.56
O -4.43 6.35 5.22
O -6.52 6.24 4.76
N -6.89 3.35 0.70
O -8.01 3.75 0.96
O -6.61 2.62 -0.23
H -4.29 2.68 0.51
H -7.12 4.97 2.80
H -2.94 4.92 3.88
F 1.67 2.89 1.42
C 0.88 2.88 0.29
F 0.37 4.15 0.20
H 1.55 2.75 -0.57
```

Output
- Molar mass: 909.8 g mol⁻¹
- ΔE to the lowest compared entry with this formula, charge and spin: 182.1 kJ/mol
- Orbital gap (alpha / beta): 4.69 / 5.36 eV
- Spin multiplicity: 2
- Total energy: -118959.260 eV
- Net charge: -2
- ⟨S²⟩: 0.778
- Maximum force: 0.44 eV/A



4.
Entry from OMol25: a structure of composition C6H7NO2 at a distorted geometry (ωB97M-V with the def2-TZVPD basis set).

The geometry in XYZ format:
```
16
C6H7NO2 (ωB97M-V with the def2-TZVPD basis set)
O -2.74 1.45 -1.06
C 3.81 -0.26 1.22
C 2.68 -0.13 1.62
O 0.47 -0.26 0.94
C -1.60 1.32 -0.56
N -1.12 1.49 0.67
C 1.29 -0.08 2.09
C -0.39 0.75 -1.17
C 0.14 0.94 0.23
H 4.81 -0.44 0.82
H -1.64 1.01 1.39
H 1.08 -0.93 2.76
H 1.13 0.82 2.65
H 0.04 1.39 -1.90
H -0.47 -0.28 -1.51
H 0.97 1.66 0.26
```

Output
- Molar mass: 125.1 g mol⁻¹
- ΔE to the lowest compared entry with this formula, charge and spin: 310.4 kJ/mol
- Orbital gap: 10.65 eV
- Total energy: -11917.215 eV
- Net charge: 0
- Maximum force: 7.24 eV/A



5.
Entry from OMol25: a cluster of 2 separate species, C5H13N2 in total at a distorted geometry (ωB97M-V with the def2-TZVPD basis set).

The geometry in XYZ format:
```
20
C5H13N2 (ωB97M-V with the def2-TZVPD basis set)
N -0.38 0.43 -1.75
C 0.23 0.15 -0.41
C 1.64 0.67 -0.38
C 2.61 -0.42 0.00
C 3.53 -0.51 1.03
C -0.71 0.86 0.59
N -1.93 0.15 0.39
H -0.28 -0.27 -2.48
H 0.29 -0.92 -0.28
H -1.36 0.26 -1.36
H -6.72 -1.51 0.19
H 1.71 1.37 0.53
H 1.94 1.19 -1.37
H 2.48 -1.41 -0.43
H 3.57 0.28 1.90
H 3.93 -1.63 1.29
H -0.41 0.90 1.65
H -0.78 1.90 0.21
H -6.79 -2.08 -0.33
H -2.57 0.58 1.01
```

Output
- Molar mass: 101.2 g mol⁻¹
- ΔE to the lowest compared entry with this formula, charge and spin: 957.2 kJ/mol
- Orbital gap: 3.52 eV
- Total energy: -8360.889 eV
- Net charge: +1
- Maximum force: 3.70 eV/A



6.
Entry from OMol25: an isolated molecule of C18H16Cl2N2O (ωB97M-V with the def2-TZVPD basis set).

The geometry in XYZ format:
```
39
C18H16Cl2N2O (ωB97M-V with the def2-TZVPD basis set)
O 3.30 1.15 2.34
C 2.74 1.04 1.27
N 3.49 0.81 0.10
C 3.25 -0.16 -0.86
C 3.99 -0.16 -2.04
C 3.75 -1.10 -3.02
C 2.76 -2.06 -2.85
Cl 2.45 -3.21 -4.10
C 2.03 -2.08 -1.67
Cl 0.80 -3.26 -1.42
C 2.28 -1.15 -0.67
N 1.40 1.16 1.10
C 0.60 1.34 2.30
C -0.81 0.89 2.09
C -1.33 0.57 0.91
C -2.73 0.12 0.77
C -3.07 -0.86 -0.16
C -4.38 -1.28 -0.29
C -5.37 -0.73 0.50
C -5.05 0.25 1.42
C -3.74 0.67 1.55
C -0.50 0.65 -0.34
C 0.72 1.54 -0.11
H 4.46 1.07 0.22
H 4.76 0.58 -2.18
H 4.33 -1.10 -3.93
H 1.74 -1.21 0.26
H 0.60 2.40 2.60
H 1.07 0.79 3.11
H -1.40 0.82 3.00
H -2.31 -1.31 -0.78
H -4.63 -2.05 -1.01
H -6.40 -1.05 0.39
H -5.82 0.70 2.03
H -3.49 1.45 2.26
H -0.18 -0.35 -0.64
H -1.10 1.06 -1.16
H 0.39 2.58 0.00
H 1.40 1.48 -0.96
```

Output
- Molar mass: 347.2 g mol⁻¹
- Orbital gap: 9.29 eV
- Total energy: -48999.153 eV
- Net charge: 0
- Maximum force: 0.65 eV/A
- SMILES string: O=C(Nc1ccc(Cl)c(Cl)c1)N1CC=C(c2ccccc2)CC1